A molecular structure, C41H45N7O4S3TeTl. Source: the Open Molecules 2025 dataset; level of theory: ωB97M-V/def2-TZVPD.

Last column: Löwdin charge in e.
Atoms and positions in Å:
Tl (1.281, -0.223, 1.986)  0.60
C (4.622, -1.879, 2.983)  -0.21
C (4.997, -0.789, 1.956)  -0.20
N (4.130, 0.369, 2.039)  -0.13
C (4.487, 1.397, 2.995)  -0.29
C (4.241, 1.010, 4.452)  -0.43
S (2.510, 0.461, 4.769)  0.85
C (2.727, -1.262, 5.336)  -0.44
C (2.554, -2.356, 4.279)  -0.29
N (3.188, -2.051, 3.014)  -0.15
H (5.167, -2.802, 2.724)  0.12
H (4.960, -1.583, 3.975)  0.09
H (6.059, -0.522, 2.095)  0.12
H (4.878, -1.215, 0.957)  0.11
H (4.029, 0.793, 1.124)  0.08
H (5.549, 1.698, 2.897)  0.12
H (3.864, 2.267, 2.772)  0.09
H (4.924, 0.235, 4.787)  0.06
H (4.396, 1.892, 5.074)  0.07
H (3.690, -1.318, 5.841)  0.06
H (1.942, -1.384, 6.081)  0.07
H (2.914, -3.307, 4.720)  0.12
H (1.488, -2.461, 4.066)  0.09
H (2.867, -2.689, 2.297)  0.09
N (0.212, -3.619, 1.581)  0.03
N (-0.977, -3.899, 2.301)  -0.03
C (-1.543, -2.795, 2.924)  -0.44
N (-2.631, -3.068, 3.708)  0.18
N (-0.947, -1.671, 2.819)  0.06
N (-1.346, -0.532, 3.520)  -0.16
O (-3.410, 0.560, 3.651)  0.03
O (-0.280, 0.040, 4.029)  -0.22
H (0.042, -2.935, 0.840)  -0.01
H (0.527, -4.485, 1.158)  0.09
H (-1.673, -4.442, 1.786)  0.13
H (-3.135, -3.916, 3.505)  0.10
H (-3.221, -2.273, 3.926)  0.06
C (5.162, 3.182, -1.210)  -0.06
C (3.990, 2.282, -1.480)  -0.30
C (4.133, 0.904, -1.590)  -0.07
C (3.048, 0.099, -1.884)  -0.05
C (1.780, 0.642, -2.075)  -0.22
C (1.633, 2.016, -1.933)  -0.04
C (2.720, 2.821, -1.641)  -0.08
S (0.399, -1.382, -0.955)  0.81
O (-1.062, -1.246, -0.456)  -0.81
C (0.618, -0.263, -2.449)  -0.51
C (1.092, -1.204, -3.535)  -0.10
C (1.075, -0.859, -4.822)  -0.05
C (0.508, 0.405, -5.219)  -0.18
C (0.719, 0.955, -6.478)  -0.06
C (0.109, 2.136, -6.848)  -0.12
C (-0.733, 2.774, -5.939)  -0.10
C (-0.958, 2.240, -4.694)  -0.03
C (-0.361, 1.031, -4.290)  -0.16
C (-0.581, 0.484, -2.970)  -0.15
C (-1.832, 0.759, -2.360)  -0.11
C (-2.983, 0.824, -3.255)  -0.12
C (-3.009, 0.080, -4.442)  -0.03
C (-4.062, 0.162, -5.320)  -0.09
C (-5.144, 1.000, -5.040)  -0.11
C (-5.191, 1.672, -3.849)  -0.06
C (-4.143, 1.566, -2.914)  -0.18
C (-4.234, 2.137, -1.628)  -0.05
C (-3.287, 1.807, -0.698)  -0.10
C (-2.139, 1.089, -1.028)  -0.29
S (-1.113, 0.704, 0.391)  0.87
O (-1.074, 2.165, 0.994)  -0.99
C (-2.440, 0.062, 1.413)  -0.25
C (-3.313, -0.867, 0.894)  -0.07
C (-4.403, -1.464, 1.501)  -0.02
C (-4.905, -1.227, 2.806)  -0.30
C (-6.127, -2.008, 3.243)  -0.06
C (-4.403, -0.361, 3.726)  -0.10
C (-2.260, 0.405, 2.831)  -0.26
H (6.049, 2.609, -0.945)  0.07
H (4.935, 3.868, -0.395)  0.07
H (5.389, 3.779, -2.095)  0.08
H (5.114, 0.457, -1.471)  0.10
H (3.192, -0.966, -1.988)  0.11
H (0.660, 2.461, -2.067)  0.12
H (2.582, 3.890, -1.550)  0.11
H (1.464, -2.164, -3.209)  0.08
H (1.459, -1.522, -5.586)  0.10
H (1.381, 0.443, -7.166)  0.10
H (0.281, 2.558, -7.829)  0.08
H (-1.207, 3.706, -6.215)  0.09
H (-1.603, 2.765, -4.003)  0.12
H (-2.183, -0.579, -4.661)  0.12
H (-4.046, -0.416, -6.234)  0.09
H (-5.951, 1.091, -5.755)  0.09
H (-6.047, 2.285, -3.596)  0.10
H (-5.084, 2.750, -1.363)  0.10
H (-3.389, 2.130, 0.328)  0.11
H (-3.152, -1.136, -0.142)  0.11
H (-4.958, -2.172, 0.895)  0.11
H (-6.546, -2.564, 2.409)  0.07
H (-6.891, -1.329, 3.620)  0.08
H (-5.888, -2.713, 4.040)  0.07
H (-4.889, -0.283, 4.695)  0.13
H (-1.778, 1.388, 2.909)  0.14
Te (0.793, 2.895, 1.608)  0.65

The energy above the lowest of the compared OMol25 structures with the same formula, charge and spin is 93.64 kcal per mole. Its charge is -1. Its multiplicity is 1. As for the HOMO-LUMO gap (alpha / beta): 3.776 / 4.303 eV.

***

A gas-phase ion, C5H12NS2 (charge -1). Source: the Open Molecules 2025 dataset; level of theory: ωB97M-V/def2-TZVPD.

Last column: Löwdin charge in e.
Atoms and positions in Å:
S (0.682, -2.767, -3.044)  -0.01
C (-0.437, -1.470, -2.265)  -0.77
C (-0.899, -1.999, -0.901)  -0.38
C (-1.352, -0.892, 0.073)  -0.31
N (-0.257, -0.171, 0.732)  -0.12
C (-0.601, 1.251, 1.081)  -0.30
C (0.369, 1.622, 2.237)  -0.54
S (0.844, 3.415, 2.430)  0.63
H (-1.246, -1.295, -3.000)  0.02
H (0.275, -0.539, -2.034)  0.06
H (-1.795, -2.779, -1.013)  0.13
H (-0.048, -2.570, -0.471)  0.06
H (-2.217, -0.255, -0.447)  0.13
H (-1.941, -1.384, 1.068)  0.14
H (0.647, -0.259, 0.258)  0.11
H (-0.353, 1.935, 0.226)  0.10
H (-1.719, 1.346, 1.227)  0.12
H (-0.128, 1.259, 3.185)  0.08
H (1.268, 1.046, 2.003)  0.06
H (2.161, 3.260, 2.360)  -0.18

The energy above the lowest of the compared OMol25 structures with the same formula, charge and spin is 29.95 kcal per mole. Its charge is -1. Its multiplicity is 1. As for the SMILES: [S-]CCCNCCS. As for the HOMO-LUMO gap: 4.985 eV.

***

9 unconnected molecules or ions with the total composition C24H69N7O12. Source: the Open Molecules 2025 dataset; level of theory: ωB97M-V/def2-TZVPD.

Last column: Löwdin charge in e.
Atoms and positions in Å:
C (10.357, 8.528, 22.105)  -0.15
O (10.165, 9.566, 21.197)  -0.19
C (8.858, 10.176, 21.453)  -0.15
C (8.468, 11.078, 20.190)  -0.16
N (8.681, 10.276, 18.983)  -0.09
C (8.816, 11.141, 17.836)  -0.18
C (9.212, 10.394, 16.533)  -0.22
O (10.426, 9.754, 16.630)  -0.19
C (10.880, 9.231, 15.419)  -0.11
H (11.203, 7.841, 22.097)  0.08
H (9.548, 7.796, 22.108)  0.08
H (10.298, 8.925, 23.118)  0.09
H (8.996, 10.819, 22.322)  0.12
H (8.023, 9.496, 21.624)  0.11
H (9.138, 11.937, 20.154)  0.11
H (7.455, 11.376, 20.461)  0.11
H (9.572, 9.863, 19.222)  0.10
H (9.535, 11.930, 18.053)  0.12
H (7.947, 11.777, 17.664)  0.11
H (9.274, 11.153, 15.753)  0.12
H (8.420, 9.702, 16.247)  0.11
H (10.904, 10.036, 14.684)  0.10
H (10.340, 8.328, 15.133)  0.07
H (11.926, 8.934, 15.494)  0.09
C (2.922, 7.317, 15.243)  -0.11
O (4.286, 7.634, 14.999)  -0.21
C (4.382, 8.627, 13.994)  -0.20
C (5.875, 8.666, 13.459)  -0.18
N (6.006, 9.755, 12.444)  -0.07
C (7.423, 9.987, 12.117)  -0.17
C (8.366, 8.710, 11.890)  -0.27
O (9.615, 9.052, 11.500)  -0.18
C (10.521, 7.939, 11.419)  -0.07
H (2.344, 8.144, 15.655)  0.08
H (2.845, 6.598, 16.058)  0.08
H (2.490, 6.992, 14.296)  0.09
H (4.113, 9.586, 14.437)  0.11
H (3.814, 8.387, 13.096)  0.12
H (6.141, 7.677, 13.087)  0.10
H (6.394, 8.860, 14.397)  0.11
H (5.517, 9.647, 11.567)  0.11
H (7.781, 10.594, 12.948)  0.10
H (7.440, 10.692, 11.286)  0.12
H (7.914, 8.177, 11.053)  0.12
H (8.256, 8.120, 12.800)  0.10
H (10.098, 7.232, 10.705)  0.09
H (10.627, 7.481, 12.402)  0.08
H (11.510, 8.277, 11.109)  0.09
C (10.354, 5.109, 20.826)  -0.11
O (9.446, 5.557, 19.848)  -0.16
C (10.029, 6.421, 18.916)  -0.24
C (9.148, 6.891, 17.790)  -0.18
N (8.553, 5.701, 17.089)  -0.03
C (7.709, 6.078, 15.960)  -0.22
C (7.235, 4.953, 15.032)  -0.16
O (6.434, 3.942, 15.703)  -0.18
C (5.116, 4.281, 15.905)  -0.14
H (9.933, 4.317, 21.445)  0.09
H (10.617, 5.898, 21.531)  0.05
H (11.281, 4.632, 20.509)  0.09
H (10.814, 5.887, 18.380)  0.13
H (10.354, 7.380, 19.320)  0.12
H (9.664, 7.577, 17.119)  0.10
H (8.339, 7.460, 18.248)  0.10
H (7.997, 5.280, 17.820)  0.09
H (8.456, 6.696, 15.462)  0.10
H (6.901, 6.779, 16.171)  0.10
H (8.099, 4.487, 14.559)  0.12
H (6.691, 5.358, 14.178)  0.11
H (5.121, 5.261, 16.382)  0.06
H (4.560, 3.605, 16.554)  0.09
H (4.581, 4.225, 14.957)  0.09
N (5.478, 11.639, 14.915)  0.20
C (5.792, 12.896, 14.948)  -0.80
N (5.993, 13.402, 16.100)  0.17
O (5.946, 13.645, 13.975)  -0.02
H (5.654, 11.017, 14.138)  0.06
H (5.337, 11.209, 15.817)  0.04
H (5.943, 12.854, 16.947)  0.08
H (6.281, 14.370, 16.112)  0.12
N (6.247, 9.163, 18.475)  0.21
C (5.203, 9.793, 17.998)  -0.74
N (4.148, 9.065, 18.101)  0.21
O (5.175, 10.905, 17.510)  0.00
H (7.095, 9.696, 18.605)  0.04
H (6.076, 8.288, 18.950)  0.06
H (3.291, 9.462, 17.744)  0.09
H (4.219, 8.066, 18.231)  0.09
C (4.450, 10.544, 21.601)  -0.16
O (3.240, 10.635, 22.359)  -0.11
H (4.541, 11.265, 20.789)  0.08
H (5.327, 10.728, 22.222)  0.07
H (4.589, 9.549, 21.179)  0.05
H (3.171, 11.498, 22.773)  0.07
C (2.299, 12.062, 16.563)  -0.16
O (0.956, 11.597, 16.466)  -0.13
H (2.958, 11.262, 16.226)  0.04
H (2.537, 13.002, 16.066)  0.08
H (2.614, 12.269, 17.586)  0.07
H (0.819, 10.939, 17.151)  0.01
C (5.481, 6.452, 20.325)  -0.11
O (5.253, 6.454, 18.903)  -0.16
H (5.073, 5.525, 20.730)  0.09
H (6.532, 6.577, 20.586)  0.08
H (4.847, 7.216, 20.774)  0.07
H (5.591, 5.609, 18.596)  0.07
C (-0.338, 8.871, 18.101)  -0.11
O (0.854, 9.547, 18.464)  -0.16
H (-0.646, 9.357, 17.175)  0.08
H (0.103, 7.923, 17.795)  0.08
H (-1.043, 8.790, 18.929)  0.09
H (0.901, 9.847, 19.374)  0.09

The energy above the lowest of the compared OMol25 structures with the same formula, charge and spin is 6.54 kcal per mole. Its charge is 0. Its multiplicity is 1. As for the SMILES: COCCNCCOC.COCCNCCOC.COCCNCCOC.NC(N)=O.NC(N)=O.CO.CO.CO.CO. As for the HOMO-LUMO gap: 8.614 eV.

***

A molecular structure, C12H39N10O7Sn. Source: the Open Molecules 2025 dataset; level of theory: ωB97M-V/def2-TZVPD.

Last column: Löwdin charge in e.
Atoms and positions in Å:
Sn (3.242, 2.145, 0.972)  1.59
O (0.613, 1.848, -0.030)  -0.47
H (0.054, 1.234, -0.527)  -0.03
C (1.917, -2.585, 2.462)  -0.01
C (2.491, -1.383, 1.685)  -0.37
C (2.197, -1.274, 0.150)  -0.20
O (3.041, -0.343, -0.478)  -0.33
C (4.362, -0.750, -0.780)  -0.10
N (2.107, -0.075, 2.220)  0.01
H (2.484, -2.592, 3.391)  0.09
H (2.083, -3.414, 1.770)  0.09
H (0.842, -2.646, 2.627)  0.08
H (3.581, -1.329, 1.732)  0.13
H (1.209, -0.876, -0.073)  0.09
H (2.314, -2.245, -0.336)  0.14
H (4.934, -0.141, -1.479)  0.10
H (4.475, -1.742, -1.230)  0.11
H (4.918, -0.903, 0.151)  0.09
H (2.424, -0.006, 3.182)  0.10
H (1.102, 0.068, 2.250)  0.08
C (-4.132, -0.932, 0.695)  -0.03
C (-2.679, -0.899, 0.236)  -0.49
C (-1.809, -2.051, 0.742)  -0.23
O (-2.195, -3.265, 0.130)  -0.16
C (-1.256, -4.304, 0.415)  -0.12
N (-2.658, -0.749, -1.172)  0.07
H (-4.706, -1.471, -0.059)  0.08
H (-4.468, 0.105, 0.665)  0.08
H (-4.285, -1.389, 1.670)  0.08
H (-2.109, -0.133, 0.784)  0.11
H (-1.924, -2.039, 1.831)  0.13
H (-0.802, -1.836, 0.359)  0.10
H (-0.268, -4.193, -0.032)  0.05
H (-1.695, -5.229, 0.040)  0.09
H (-1.158, -4.538, 1.480)  0.08
H (-1.701, -0.918, -1.469)  0.05
H (-3.200, -1.480, -1.618)  0.09
C (0.364, 2.812, 3.473)  -0.66
O (1.587, 2.953, 3.249)  -0.12
N (-0.435, 2.246, 2.540)  0.16
N (-0.265, 3.083, 4.621)  0.19
H (-0.057, 1.871, 1.674)  0.02
H (-1.432, 2.251, 2.675)  0.11
H (0.388, 3.306, 5.356)  0.13
H (-1.251, 2.905, 4.626)  0.12
C (-2.616, 3.671, -0.348)  -0.69
O (-3.728, 3.926, -0.790)  0.04
N (-2.175, 2.394, -0.319)  0.15
N (-1.664, 4.525, 0.138)  0.15
H (-2.685, 1.609, -0.695)  0.08
H (-1.176, 2.317, -0.172)  0.01
H (-1.928, 5.481, 0.301)  0.11
H (-0.801, 4.113, 0.441)  0.07
C (0.770, 2.733, -3.520)  -0.69
O (0.134, 2.782, -4.565)  0.04
N (1.788, 1.863, -3.323)  0.13
N (0.414, 3.353, -2.367)  0.15
H (2.177, 1.374, -4.111)  0.11
H (1.813, 1.395, -2.429)  0.05
H (-0.393, 3.952, -2.305)  0.10
H (0.669, 2.863, -1.510)  0.01
C (0.046, -2.496, -2.688)  -0.67
O (0.141, -3.380, -1.844)  0.02
N (0.464, -1.224, -2.588)  0.18
N (-0.366, -2.859, -3.932)  0.17
H (0.427, -0.514, -3.299)  0.10
H (0.994, -0.964, -1.772)  0.05
H (-0.293, -3.825, -4.199)  0.11
H (-0.258, -2.186, -4.674)  0.10

The energy above the lowest of the compared OMol25 structures with the same formula, charge and spin is 0.00 kcal per mole. Its charge is +1. Its multiplicity is 1. As for the HOMO-LUMO gap: 5.439 eV.